(1)
{
  "formula": "C21H54O18S5V",
  "method": "ωB97M-V with the def2-TZVPD basis set",
  "relative_energy_ev": 2.458,
  "multiplicity": 2,
  "orbital_gap_ha": [0.2923, 0.2939],
  "homo_ev": [-8.947, -8.935],
  "total_charge": 0,
  "s_squared": 0.773,
  "species": ["O", "V", "C", "C", "C", "O", "H", "H", "H", "H", "H", "H", "H", "C", "C", "C", "O", "H", "H", "H", "H", "H", "H", "H", "O", "S", "O", "O", "C", "C", "C", "H", "H", "H", "H", "H", "H", "H", "H", "O", "S", "O", "O", "C", "C", "C", "H", "H", "H", "H", "H", "H", "H", "H", "O", "S", "O", "O", "C", "C", "C", "H", "H", "H", "H", "H", "H", "H", "H", "O", "S", "O", "O", "C", "C", "C", "H", "H", "H", "H", "H", "H", "H", "H", "O", "S", "O", "O", "C", "C", "C", "H", "H", "H", "H", "H", "H", "H", "H"],
  "xyz": [[-1.42045, 0.46045, -4.06882], [0.11656, 0.56815, -3.87709], [0.28888, 4.69306, -2.45910], [-0.52727, 3.62045, -3.15843], [-1.59045, 4.20317, -4.09684], [0.33128, 2.71982, -3.80533], [1.01489, 4.26512, -1.76699], [-0.32464, 5.37244, -1.85910], [0.77078, 5.31964, -3.21322], [-1.08249, 3.07706, -2.37946], [-2.10202, 5.02498, -3.59410], [-2.15230, 3.34025, -4.44318], [-1.04644, 4.72985, -4.88695], [-0.67462, -0.99026, 0.22142], [-0.67075, 0.11943, -0.81732], [-0.52995, 1.44807, -0.04294], [0.23084, 0.04889, -1.88961], [0.31396, -1.22284, 0.61992], [-1.02038, -1.93571, -0.22005], [-1.44062, -0.89796, 0.99003], [-1.66429, 0.16130, -1.29191], [-1.26322, 1.33155, 0.75388], [-0.66768, 2.39417, -0.56165], [0.51718, 1.38210, 0.25949], [-3.14686, -4.75843, 3.21790], [-1.75643, -4.60731, 2.91527], [-1.01810, -3.48287, 3.37890], [-0.95347, -5.91682, 3.43452], [-1.70184, -7.15306, 3.53328], [-1.65650, -7.57911, 4.97461], [-1.52403, -4.89665, 1.14847], [-1.17422, -7.88759, 2.92156], [-2.72417, -7.07209, 3.16953], [-0.65103, -7.80109, 5.33157], [-2.28141, -8.45461, 5.16055], [-2.03050, -6.79080, 5.63023], [-1.81826, -5.92911, 0.95180], [-0.45103, -4.93201, 0.96261], [-2.10205, -4.22785, 0.51930], [3.13664, -3.40730, -0.91377], [3.25152, -2.56825, 0.24160], [2.33562, -2.73838, 1.32921], [4.79931, -2.68562, 0.73657], [5.03831, -2.93894, 2.12818], [5.65850, -1.81275, 2.92997], [3.36061, -0.84282, -0.26741], [5.64637, -3.84542, 2.17975], [4.15435, -3.30002, 2.65984], [4.98444, -0.98710, 3.16966], [6.54162, -1.44047, 2.41419], [5.85371, -2.21953, 3.92388], [3.45963, -0.89698, -1.35173], [4.06363, -0.20144, 0.24502], [2.32660, -0.49072, -0.20483], [0.88133, -4.06495, -5.02749], [0.14768, -3.19801, -4.16373], [0.18447, -1.76390, -4.28373], [-1.40042, -3.64465, -4.21139], [-1.99920, -3.92774, -5.46825], [-1.89773, -2.83833, -6.55309], [0.38240, -3.54718, -2.42653], [-3.05463, -4.15533, -5.32921], [-1.57193, -4.82977, -5.91343], [-0.87111, -2.87887, -6.93233], [-2.02216, -1.86739, -6.07423], [-2.48441, -3.02040, -7.44915], [-0.63591, -3.39085, -2.08053], [1.06694, -2.77335, -2.09033], [0.80093, -4.52484, -2.21407], [-0.01673, 7.53962, 0.81887], [-1.19284, 7.04535, 1.44511], [-1.55492, 7.45770, 2.76905], [-2.48600, 7.40989, 0.56113], [-3.76583, 6.85940, 0.84359], [-4.68818, 7.21285, -0.33161], [-1.20348, 5.24007, 1.34725], [-4.14072, 7.28964, 1.77249], [-3.79226, 5.77249, 0.94701], [-5.29636, 8.08138, -0.05914], [-5.36352, 6.37194, -0.47528], [-4.25680, 7.60285, -1.25107], [-0.16793, 4.96274, 1.15910], [-1.82964, 4.87878, 0.53326], [-1.54382, 4.71684, 2.23732], [1.60332, 3.31584, 2.99479], [2.69165, 2.52879, 2.49143], [3.82120, 2.32016, 3.35594], [2.13231, 1.09830, 2.01902], [1.65248, 0.24650, 3.09936], [0.17055, 0.58647, 3.33063], [3.26725, 3.16315, 0.92737], [2.31638, 0.40526, 3.94692], [1.73766, -0.73672, 2.64416], [-0.04042, 0.66982, 4.39816], [-0.41839, -0.26317, 2.98350], [-0.23943, 1.46641, 2.84790], [3.90684, 2.43220, 0.44155], [3.83595, 4.07113, 1.10380], [2.30768, 3.31177, 0.43302]],
  "lowdin_spin": [-0.153, 1.129, 0.000, 0.000, 0.000, -0.013, 0.000, 0.000, 0.000, -0.001, 0.000, 0.000, 0.000, -0.001, 0.001, 0.002, 0.019, 0.000, 0.000, 0.000, -0.001, 0.000, 0.000, 0.000, 0.000, 0.000, 0.000, 0.000, 0.000, 0.000, 0.000, 0.000, 0.000, 0.000, 0.000, 0.000, 0.000, 0.000, 0.000, 0.000, 0.000, 0.000, 0.000, 0.000, 0.000, 0.000, 0.000, 0.000, 0.000, 0.000, 0.000, 0.000, 0.000, 0.000, 0.000, 0.002, 0.014, 0.000, 0.000, 0.000, 0.001, 0.000, 0.000, 0.000, 0.000, 0.000, 0.000, 0.000, 0.000, 0.000, 0.000, 0.000, 0.000, 0.000, 0.000, 0.000, 0.000, 0.000, 0.000, 0.000, 0.000, 0.000, 0.000, 0.000, 0.000, 0.000, 0.000, 0.000, 0.000, 0.000, 0.000, 0.000, 0.000, 0.000, 0.000, 0.000, 0.000, 0.000, 0.000]
}

(2)
{
  "formula": "C21H55N2O10P4",
  "method": "ωB97M-V with the def2-TZVPD basis set",
  "multiplicity": 1,
  "orbital_gap_ha": 0.1819,
  "homo_ev": -4.027,
  "total_charge": -1,
  "species": ["C", "C", "C", "N", "P", "C", "C", "C", "C", "N", "C", "C", "O", "P", "O", "H", "H", "H", "H", "H", "H", "H", "H", "H", "H", "H", "H", "H", "H", "H", "H", "H", "H", "H", "H", "H", "H", "H", "H", "H", "O", "P", "O", "C", "C", "O", "C", "C", "O", "C", "C", "H", "H", "H", "H", "H", "H", "H", "H", "H", "H", "H", "H", "H", "H", "H", "O", "P", "O", "C", "C", "O", "C", "C", "O", "C", "C", "H", "H", "H", "H", "H", "H", "H", "H", "H", "H", "H", "H", "H", "H", "H"],
  "xyz": [[-3.72174, 6.44828, -0.33316], [-2.41713, 5.70974, -0.66247], [-2.62037, 4.41506, -1.49590], [-3.82567, 4.51909, -2.31236], [-3.95998, 3.23920, -3.57823], [-4.95098, 2.04496, -2.42558], [-5.90996, 2.69940, -1.40568], [-6.89351, 3.71348, -1.98260], [-7.72088, 3.21391, -3.16868], [-8.60408, 4.32454, -3.65496], [-7.94224, 5.15584, -4.59967], [-7.22371, 6.43351, -4.17593], [-7.96723, 4.87257, -5.78139], [-4.09576, 1.69399, -5.23363], [-3.15892, 0.52696, -5.07800], [-4.48065, 5.73013, -0.02966], [-4.06939, 7.00149, -1.20590], [-3.59212, 7.18511, 0.46390], [-1.97182, 5.44878, 0.30440], [-1.68979, 6.36986, -1.13935], [-2.73714, 3.54562, -0.84816], [-1.73220, 4.33773, -2.14003], [-3.75876, 5.39122, -2.82828], [-2.70829, 2.62637, -3.17574], [-3.16310, 4.10131, -4.49960], [-5.17433, 3.83270, -4.15405], [-4.19747, 1.50715, -1.83801], [-5.52311, 1.27521, -2.95224], [-5.36705, 3.17060, -0.58561], [-6.50785, 1.89017, -0.95946], [-6.39048, 4.63420, -2.27433], [-7.59854, 3.98142, -1.18282], [-8.41636, 2.43787, -2.83947], [-7.12987, 2.83329, -3.99537], [-8.78161, 4.92066, -2.85197], [-6.16244, 6.23789, -4.32680], [-7.40318, 6.62581, -3.11705], [-7.54644, 7.28611, -4.76620], [-5.46099, 1.25611, -5.25929], [-3.93128, 2.36148, -6.48822], [0.24957, -0.28847, 0.14704], [0.21158, -1.76080, -0.02796], [1.59628, -2.14791, -0.79979], [2.82755, -2.04979, -0.08933], [2.96738, -3.09924, 1.00129], [-0.86450, -1.95003, -1.22924], [-1.69888, -0.85816, -1.66655], [-1.06991, -0.06506, -2.78937], [-0.08567, -3.29369, 0.50159], [-0.95563, -3.43760, 1.64340], [-2.35085, -2.89632, 1.38929], [2.92859, -1.04340, 0.32952], [3.61979, -2.18314, -0.82637], [2.24254, -2.93230, 1.80185], [3.96611, -3.07211, 1.44054], [2.78079, -4.09690, 0.60415], [-1.95134, -0.21532, -0.82231], [-2.63541, -1.29630, -2.01466], [-0.01459, 0.14605, -2.60278], [-1.59450, 0.87653, -2.93049], [-1.11934, -0.62252, -3.72354], [-0.50300, -2.93726, 2.50497], [-1.00253, -4.50279, 1.86734], [-2.33937, -1.81234, 1.24731], [-3.00251, -3.11404, 2.23678], [-2.77682, -3.33580, 0.48869], [6.25757, -3.91014, 4.06118], [7.62812, -4.44394, 4.28102], [7.55285, -5.11769, 5.76742], [6.85835, -6.35489, 5.92786], [7.57378, -7.52240, 5.26946], [8.41793, -3.05625, 4.65917], [7.82552, -1.78183, 4.40440], [7.02334, -1.28846, 5.59337], [9.07082, -5.15029, 3.92239], [9.42024, -5.28362, 2.52473], [9.52427, -3.94628, 1.81642], [5.84079, -6.25662, 5.53721], [6.78560, -6.53015, 7.00079], [7.57962, -7.41848, 4.18114], [7.08166, -8.46412, 5.51494], [8.61332, -7.56899, 5.59262], [7.21306, -1.81628, 3.50383], [8.64188, -1.08664, 4.19850], [6.39823, -2.07422, 6.01503], [6.38458, -0.45212, 5.30625], [7.69016, -0.95438, 6.39025], [8.68224, -5.92109, 2.03043], [10.37784, -5.80073, 2.49156], [8.55241, -3.44684, 1.76116], [9.88512, -4.08382, 0.79689], [10.20181, -3.27982, 2.34816]],
  "mulliken_charge": [-0.967, -0.568, -0.632, -0.047, 0.647, -0.927, -1.119, -0.164, -0.577, -0.403, 0.620, -0.895, -0.569, 0.220, -0.609, 0.166, 0.240, 0.387, 0.357, 0.281, 0.307, 0.352, 0.274, -0.699, 0.116, -0.304, -0.063, 0.765, 0.220, 0.608, 0.070, 0.377, 0.254, 0.282, 0.321, 0.146, 0.289, 0.373, -0.035, 0.043, -0.781, 1.073, -0.320, -0.401, -0.778, -0.361, -0.355, -0.708, -0.300, -0.286, -1.079, 0.274, 0.326, 0.194, 0.331, 0.242, 0.306, 0.422, 0.337, -0.172, 0.273, 0.297, 0.349, 0.290, 0.434, 0.256, -0.747, 1.143, -0.368, -0.327, -0.926, -0.392, -0.285, -1.127, -0.326, -0.293, -1.041, 0.273, 0.331, 0.215, 0.408, 0.243, 0.292, 0.387, 0.293, 0.340, 0.308, 0.299, 0.353, 0.275, 0.420, 0.250]
}

(3)
{
  "formula": "C21H55N3O8",
  "method": "ωB97M-V with the def2-TZVPD basis set",
  "relative_energy_ev": 4.930,
  "multiplicity": 1,
  "orbital_gap_ha": 0.3393,
  "homo_ev": -8.689,
  "total_charge": 0,
  "smiles": "COCCNCCOC.COCCNCCOC.COCCNCCOC.CCO.CO",
  "species": ["C", "O", "C", "C", "N", "C", "C", "O", "C", "H", "H", "H", "H", "H", "H", "H", "H", "H", "H", "H", "H", "H", "H", "H", "C", "O", "C", "C", "N", "C", "C", "O", "C", "H", "H", "H", "H", "H", "H", "H", "H", "H", "H", "H", "H", "H", "H", "H", "C", "O", "C", "C", "N", "C", "C", "O", "C", "H", "H", "H", "H", "H", "H", "H", "H", "H", "H", "H", "H", "H", "H", "H", "C", "C", "O", "H", "H", "H", "H", "H", "H", "C", "O", "H", "H", "H", "H"],
  "xyz": [[7.12914, -6.28734, 6.92648], [6.14703, -6.34571, 5.93031], [5.60508, -5.08772, 5.64500], [4.69517, -5.05156, 4.43023], [3.33106, -5.45318, 4.81208], [2.47153, -5.44834, 3.63451], [1.03325, -5.80059, 4.03642], [0.15219, -5.72439, 2.93163], [-0.45552, -4.48115, 2.77963], [8.03525, -5.87220, 6.45838], [7.43461, -7.26460, 7.30089], [6.86009, -5.69954, 7.80972], [6.42432, -4.35301, 5.52900], [5.09176, -4.64723, 6.51397], [5.08945, -5.73411, 3.66226], [4.72603, -4.06806, 3.96283], [3.43625, -6.37491, 5.22322], [2.83567, -6.09367, 2.82519], [2.43731, -4.42502, 3.25241], [0.79435, -5.10977, 4.85103], [0.95018, -6.81399, 4.43465], [-1.28666, -4.54391, 2.06705], [0.20386, -3.73949, 2.30653], [-0.93927, -3.99412, 3.63556], [-1.55092, 3.90869, -9.86871], [-0.83029, 4.14579, -8.68351], [-1.40172, 3.64132, -7.48656], [-0.53145, 4.08031, -6.35134], [-0.34904, 3.02103, -5.34438], [-1.51151, 2.86154, -4.47625], [-1.14336, 2.00629, -3.28393], [-0.21004, 2.74170, -2.48610], [0.52063, 1.97429, -1.56688], [-0.84454, 4.11430, -10.68319], [-2.32659, 4.67376, -9.95831], [-1.81342, 2.86409, -10.05332], [-1.62629, 2.57098, -7.52268], [-2.40192, 4.09987, -7.40605], [-0.84487, 5.01997, -5.88744], [0.47354, 4.22854, -6.75348], [0.47299, 3.17752, -4.77890], [-2.35553, 2.46072, -5.03773], [-1.80809, 3.83747, -4.05700], [-0.64392, 1.07702, -3.56700], [-2.04778, 1.89138, -2.67453], [1.30598, 1.32775, -1.97458], [-0.10751, 1.42805, -0.85241], [1.02772, 2.75085, -0.98292], [-3.36099, -0.97171, 2.60026], [-2.49538, 0.05398, 3.01941], [-2.65107, 1.20071, 2.19059], [-2.09467, 2.38788, 2.95776], [-2.09915, 3.59683, 2.16542], [-1.11430, 3.71066, 1.08408], [-1.38385, 4.96678, 0.30121], [-1.11422, 6.14193, 1.03668], [-1.34583, 7.27604, 0.24519], [-4.43123, -0.73420, 2.68187], [-3.12225, -1.94462, 3.01510], [-3.34859, -1.06418, 1.50074], [-3.70724, 1.39538, 1.96419], [-2.24117, 1.08635, 1.18066], [-1.11902, 2.15187, 3.40394], [-2.75464, 2.58346, 3.80569], [-1.96922, 4.40637, 2.75954], [-1.27118, 2.86746, 0.41024], [-0.10058, 3.62446, 1.49359], [-2.43378, 4.93358, -0.02334], [-0.83018, 5.01716, -0.64641], [-0.68327, 7.28744, -0.62739], [-1.19940, 8.18601, 0.81879], [-2.37219, 7.27022, -0.13989], [-1.74827, -2.48491, -3.42427], [-1.08883, -1.57663, -2.37918], [-1.91139, -1.46304, -1.21942], [-1.77578, -3.48564, -2.98283], [-1.30802, -2.43445, -4.41484], [-2.80472, -2.21611, -3.52033], [-0.97710, -0.56547, -2.78173], [-0.06952, -1.89030, -2.13733], [-2.54612, -2.18432, -1.27670], [0.52327, -0.59409, 1.08309], [0.22273, 0.39466, 2.02490], [0.46454, -1.62001, 1.45974], [-0.18400, -0.54749, 0.23671], [1.44741, -0.43689, 0.52061], [-0.65499, 0.18518, 2.39186]],
  "mulliken_charge": [-0.722, -0.328, -0.652, -0.601, -0.327, -0.525, -0.465, -0.360, -0.787, 0.293, 0.266, 0.297, 0.426, 0.338, 0.329, 0.439, 0.241, 0.291, 0.229, 0.357, 0.308, 0.337, 0.180, 0.316, -0.753, -0.312, -0.493, -0.622, -0.392, -0.880, -0.446, -0.352, -0.582, 0.255, 0.296, 0.309, 0.351, 0.304, 0.324, 0.434, 0.252, 0.403, 0.320, 0.342, 0.348, 0.363, -0.044, 0.425, -0.695, -0.418, -0.498, -0.504, -0.389, 0.442, -0.614, -0.362, -0.754, 0.375, 0.278, 0.163, 0.535, -0.013, 0.329, 0.351, 0.263, -0.384, 0.347, 0.330, 0.280, 0.303, 0.272, 0.302, -1.413, 0.785, -0.442, 0.375, 0.391, 0.380, -0.397, 0.226, 0.258, 0.425, -0.498, -0.265, -0.298, 0.401, 0.402]
}

In Eh, the DFT total energy values for the records above are, in order, -5121.639269, -3060.504068, -1599.086058.
In eV Å⁻¹, the maximum force values for the records above are, in order, 5.18, 7.42, 2.05.